Arrangement i

Density functional theory data (ωB97M-V/def2-TZVPD) for C3H7N2O as an isolated structure.

Atoms and positions in Å:
C -0.7326 -1.0950 0.2247
C -1.1893 1.1658 -0.1871
C 1.9907 -0.2603 0.1172
N 0.6812 0.1302 -0.3440
N -1.6449 -0.2974 0.1464
O 0.0904 1.1674 0.2937
H -0.4478 -2.1252 0.3341
H -1.1014 0.9257 -1.2145
H -1.8687 1.9063 0.2902
H 2.0690 -0.6217 1.1517
H 2.1994 -1.0614 -0.6326
H 2.6327 0.5959 -0.3535
H -2.6787 -0.4301 0.1739

Summary:
HOMO level (alpha / beta) ... -14.37 / -14.37 eV
Lowest unoccupied orbital energy (alpha / beta) ... -0.172 / -0.172 Eh
Net charge ... +1
Multiplicity ... 1
M ... 87.10 g/mol
Kohn-Sham gap (alpha / beta) ... 9.69 / 9.69 eV

Per-atom Löwdin charges, elementary charge units: number 1, C, carries 0.17; number 2, C, carries -0.07; number 3, C, carries -0.06; number 4, N, carries -0.08; number 5, N, carries 0.10; number 6, O, carries -0.07; number 7, H, carries 0.14; number 8, H, carries 0.13; number 9, H, carries 0.17; number 10, H, carries 0.10; number 11, H, carries 0.11; number 12, H, carries 0.15; number 13, H, carries 0.21

Arrangement ii

Density functional theory data (ωB97M-V/def2-TZVPD) for an isolated ion of composition C3H7N2O and charge +1.

Atoms and positions in Å:
C 1.4737 0.9017 0.4822
C 0.5347 -1.1194 -0.7428
C -0.9572 0.8500 0.3660
N -0.6796 -1.6069 -0.7591
N 0.3754 0.4706 0.0788
O 1.6953 -1.2743 -0.9282
H 1.3878 1.8090 1.0506
H 2.2580 0.3039 -0.0102
H -0.9435 1.6455 1.2722
H -1.6093 0.0890 0.8083
H -1.4787 1.5631 -0.4247
H -1.3301 -1.0564 -0.1983
H -0.7264 -2.5759 -0.9946

Summary:
Structure (SMILES) ... C=[N+](C)C(N)=O
HOMO level ... -16.02 eV
Lowest unoccupied orbital energy ... -0.169 Eh
Net charge ... +1
Multiplicity ... 1
M ... 87.10 g/mol
Kohn-Sham gap ... 11.41 eV

Per-atom Löwdin charges, elementary charge units: number 1, C, carries 0.17; number 2, C, carries -0.33; number 3, C, carries -0.08; number 4, N, carries 0.24; number 5, N, carries -0.08; number 6, O, carries 0.16; number 7, H, carries 0.13; number 8, H, carries 0.13; number 9, H, carries 0.16; number 10, H, carries 0.09; number 11, H, carries 0.17; number 12, H, carries 0.09; number 13, H, carries 0.15

Least stable of them? arrangement i.

Arrangement i

Density functional theory data (ωB97M-V/def2-TZVPD) for an isolated ion of composition C3H7N2O and charge +1.

Atoms and positions in Å:
C -1.4736 0.7121 -0.3235
C 0.2049 -1.1748 0.7741
C 0.4598 -0.9282 -0.6348
N 0.9222 1.2837 0.3033
N 0.0193 0.2339 0.1789
O -2.3398 0.3989 0.3967
H -1.4072 1.2672 -1.2037
H -0.6093 -1.8028 1.0936
H 1.0432 -1.1017 1.3457
H 1.4274 -0.9808 -0.9587
H -0.1833 -1.5236 -1.1782
H 0.5984 2.1198 0.7754
H 1.3380 1.4963 -0.5687

Summary:
Structure (SMILES) ... N[N+]1(C=O)CC1
HOMO level ... -15.30 eV
Lowest unoccupied orbital energy ... -0.159 Eh
Net charge ... +1
Multiplicity ... 1
M ... 87.10 g/mol
Kohn-Sham gap ... 10.98 eV

Per-atom Löwdin charges, elementary charge units: number 1, C, carries -0.06; number 2, C, carries 0.06; number 3, C, carries -0.03; number 4, N, carries 0.15; number 5, N, carries -0.18; number 6, O, carries 0.21; number 7, H, carries 0.14; number 8, H, carries 0.14; number 9, H, carries 0.10; number 10, H, carries 0.11; number 11, H, carries 0.12; number 12, H, carries 0.13; number 13, H, carries 0.11

Arrangement ii

Density functional theory data (ωB97M-V/def2-TZVPD) for C3H7N2O as an isolated structure.

Atoms and positions in Å:
C -1.0834 -1.6505 0.3809
C -0.7446 0.9430 0.2087
C 0.8239 -0.2124 0.2999
N 0.6430 1.1712 -0.2312
N -0.5220 -0.4712 0.2268
O 1.8314 -0.9951 -0.0280
H -0.5683 -2.5428 0.1321
H -2.0507 -1.8083 0.7903
H -1.0560 1.2867 1.2155
H -1.5394 1.1405 -0.5419
H 0.8380 1.9473 -1.6054
H 1.1530 1.9487 0.0284
H 2.2751 -0.7571 -0.8759

Summary:
HOMO level (alpha / beta) ... -12.88 / -12.49 eV
Lowest unoccupied orbital energy (alpha / beta) ... -0.185 / -0.209 Eh
Net charge ... +1
Multiplicity ... 1
M ... 87.10 g/mol
Kohn-Sham gap (alpha / beta) ... 7.84 / 6.80 eV

Per-atom Löwdin charges, elementary charge units: number 1, C, carries 0.18; number 2, C, carries -0.08; number 3, C, carries -0.29; number 4, N, carries 0.06; number 5, N, carries -0.06; number 6, O, carries 0.14; number 7, H, carries 0.10; number 8, H, carries 0.10; number 9, H, carries 0.17; number 10, H, carries 0.16; number 11, H, carries 0.26; number 12, H, carries 0.08; number 13, H, carries 0.16

Arrangement iii

Density functional theory data (ωB97M-V/def2-TZVPD) for a 2-piece molecular cluster, C3H7N2O overall.

Atoms and positions in Å:
C -2.2717 0.0173 -0.3919
C -1.6124 1.1199 0.0057
N -0.2528 0.8731 -0.1519
C -0.0892 -0.3657 -0.6025
N -1.2895 -0.8878 -0.7686
H -3.3136 -0.2401 -0.4310
H -1.8883 2.0289 0.3996
H 0.3970 1.4043 0.4146
H 0.8368 -0.8342 -0.8568
H -1.4499 -1.7416 -1.2851
H 4.0679 0.1483 1.4398
H 3.5939 -1.1433 0.8687
O 3.2717 -0.3793 1.3595

Summary:
HOMO level ... -14.88 eV
Lowest unoccupied orbital energy ... -0.127 Eh
Net charge ... +1
Multiplicity ... 1
M ... 87.10 g/mol
Kohn-Sham gap ... 11.44 eV

Per-atom Löwdin charges, elementary charge units: number 1, C, carries 0.00; number 2, C, carries -0.01; number 3, N, carries 0.13; number 4, C, carries -0.04; number 5, N, carries 0.12; number 6, H, carries 0.14; number 7, H, carries 0.12; number 8, H, carries 0.19; number 9, H, carries 0.16; number 10, H, carries 0.19; number 11, H, carries 0.04; number 12, H, carries 0.04; number 13, O, carries -0.07

Least stable of them? arrangement ii.

Arrangement i

Density functional theory data (ωB97M-V/def2-TZVPD) for a 2-piece molecular cluster, C3H7N2O overall.

Atoms and positions in Å:
C 0.8094 -0.9330 -1.4646
C 1.2282 0.2187 -0.8567
N 0.1019 0.6968 -0.1954
C -0.9673 -0.0051 -0.5184
N -0.5509 -1.0248 -1.2497
H 1.5575 -1.5531 -1.9316
H 2.1803 0.7023 -0.7661
H 0.1250 1.4433 0.4800
H -1.9602 0.2055 -0.1605
H -1.1239 -1.7470 -1.6472
H -0.8573 0.1161 3.5158
H 0.1038 1.4332 3.5091
O -0.3774 0.7709 3.0356

Summary:
HOMO level ... -14.71 eV
Lowest unoccupied orbital energy ... -0.117 Eh
Net charge ... +1
Multiplicity ... 1
M ... 87.10 g/mol
Kohn-Sham gap ... 11.52 eV

Per-atom Löwdin charges, elementary charge units: number 1, C, carries -0.02; number 2, C, carries 0.00; number 3, N, carries 0.11; number 4, C, carries -0.05; number 5, N, carries 0.12; number 6, H, carries 0.14; number 7, H, carries 0.14; number 8, H, carries 0.16; number 9, H, carries 0.17; number 10, H, carries 0.18; number 11, H, carries 0.03; number 12, H, carries 0.04; number 13, O, carries -0.04

Arrangement ii

Density functional theory data (ωB97M-V/def2-TZVPD) for a 2-piece molecular cluster, C3H7N2O overall.

Atoms and positions in Å:
O -1.2405 -1.5565 2.2743
H -1.6195 -0.7229 2.6344
H -0.3347 -1.6023 2.6558
C 0.1029 1.5571 -0.7308
C 1.1339 0.9370 -1.3663
C -0.0478 -0.6809 -0.4638
N -0.6665 0.5065 -0.2580
N 1.1285 -0.3856 -0.9766
H -0.2819 2.5614 -0.5536
H 2.0168 1.3923 -1.8148
H -0.4835 -1.6517 -0.2272
H -1.6585 0.6239 0.0165
H 1.9510 -0.9783 -1.1900

Summary:
HOMO level ... -14.71 eV
Lowest unoccupied orbital energy ... -0.127 Eh
Net charge ... +1
Multiplicity ... 1
M ... 87.10 g/mol
Kohn-Sham gap ... 11.27 eV

Per-atom Löwdin charges, elementary charge units: number 1, O, carries -0.08; number 2, H, carries 0.06; number 3, H, carries 0.06; number 4, C, carries -0.01; number 5, C, carries -0.03; number 6, C, carries -0.05; number 7, N, carries 0.09; number 8, N, carries 0.11; number 9, H, carries 0.15; number 10, H, carries 0.14; number 11, H, carries 0.16; number 12, H, carries 0.19; number 13, H, carries 0.21

Least stable of them? arrangement ii.